[1]
The following is a DFT calculation (ωB97M-V/def2-TZVPD) of one molecule with the formula C3H3N3.

* orbital gap: 9.3 eV
* LUMO: -1.39 eV
* highest occupied orbital energy: -10.6573 eV
* relative energy (zero: lowest compared OMol25 entry of this formula, charge and spin): 2.838 eV
* net charge: 0
* electronic energy: -7626.7114 eV
* SMILES: [H]/N=C1/C=NC=N1

Geometry (Å):
H: -2.4692 -0.8588 -0.1249
N: -2.0716 0.1866 0.1059
C: -0.7940 0.0334 -0.0196
C: 0.2761 1.2101 -0.0383
N: 1.4952 0.6454 0.0051
C: 1.2330 -0.8181 0.1866
N: -0.0063 -1.1783 -0.1600
H: 0.4176 2.3604 -0.2220
H: 1.8402 -1.6301 -0.0819

Atom charges from the Mulliken analysis, given in e for atoms 1 to 2: H 0.332; N -0.543

[2]
The following is a DFT calculation (ωB97M-V/def2-TZVPD) of a 2-piece molecular cluster, C3H3N3 overall.

* orbital gap (alpha / beta): 7.0 / 6.3 eV
* LUMO (alpha / beta): -2.79 / -3.33 eV
* highest occupied orbital energy (alpha / beta): -9.7859 / -9.6812 eV
* relative energy (zero: lowest compared OMol25 entry of this formula, charge and spin): 5.088 eV
* net charge: 0
* electronic energy: -7624.4614 eV

Geometry (Å):
C: -1.2896 1.4260 0.1788
C: -1.2752 -0.9149 0.1045
C: 1.5254 -0.2019 -0.0703
N: -1.7390 2.4752 -0.0294
N: -1.7209 -1.9812 0.0967
N: -0.7994 0.2643 0.0770
H: 1.3651 -1.1749 -0.4741
H: 2.2344 0.3262 -0.8529
H: 1.6992 -0.2187 0.9697

Atom charges from the Mulliken analysis, given in e for atoms 1 to 2: C 0.430; C 0.534

[3]
The following is a DFT calculation (ωB97M-V/def2-TZVPD) of one molecule with the formula C3H3N3.

* orbital gap: 9.3 eV
* LUMO: -0.70 eV
* highest occupied orbital energy: -10.0286 eV
* relative energy (zero: lowest compared OMol25 entry of this formula, charge and spin): 2.948 eV
* net charge: 0
* electronic energy: -7626.6011 eV
* SMILES: C=N/N=C\C#N

Geometry (Å):
C: 1.9799 -0.5293 -0.0031
N: 0.7512 -0.5864 -0.1227
N: 0.1545 0.6851 -0.0406
C: -1.1412 0.7458 -0.0243
C: -2.2481 -0.1353 0.0801
N: -3.0709 -0.8919 -0.0640
H: 2.5811 -1.5295 0.2021
H: 2.4022 0.5044 0.0600
H: -1.4087 1.7372 -0.0873

Atom charges from the Mulliken analysis, given in e for atoms 1 to 2: C -0.259; N -0.313

[4]
The following is a DFT calculation (ωB97M-V/def2-TZVPD) of C3H3N3 as an isolated structure.

* orbital gap: 9.3 eV
* LUMO: -0.03 eV
* highest occupied orbital energy: -9.3143 eV
* relative energy (zero: lowest compared OMol25 entry of this formula, charge and spin): 3.387 eV
* net charge: 0
* electronic energy: -7626.1629 eV

Geometry (Å):
N: 0.7095 0.9898 -0.0065
C: 0.1585 -0.5829 -0.1448
C: -0.2658 -0.1298 1.1338
N: -0.6736 0.0341 2.2067
C: -0.8712 -0.8848 -1.1657
N: -1.6660 -1.0676 -1.9890
H: 1.5582 1.2568 0.4944
H: 0.1111 1.7821 -0.2236
H: 0.9240 -1.3894 -0.1682

Atom charges from the Mulliken analysis, given in e for atoms 1 to 2: N -0.565; C 0.293

[5]
The following is a DFT calculation (ωB97M-V/def2-TZVPD) of a 2-piece molecular cluster, C3H3N3 overall.

* orbital gap (alpha / beta): 7.6 / 9.0 eV
* LUMO (alpha / beta): -0.92 / -1.31 eV
* highest occupied orbital energy (alpha / beta): -8.5497 / -10.3130 eV
* relative energy (zero: lowest compared OMol25 entry of this formula, charge and spin): 4.761 eV
* net charge: 0
* electronic energy: -7624.7881 eV

Geometry (Å):
C: -0.2741 0.9076 1.0453
C: 1.2000 -0.7740 0.0995
C: 0.0846 0.0958 -0.1152
N: -0.3459 1.6049 1.9646
N: 2.2543 -1.2574 0.1524
N: -0.4516 0.2675 -1.3328
H: -0.8535 -1.0965 1.6422
H: -1.3144 0.6708 -1.3299
H: -0.2994 -0.4188 -2.1261

Atom charges from the Mulliken analysis, given in e for atoms 1 to 2: C 0.081; C 0.256

[6]
The following is a DFT calculation (ωB97M-V/def2-TZVPD) of one molecule with the formula C3H3N3.

* orbital gap (alpha / beta): 8.3 / 8.3 eV
* LUMO (alpha / beta): 0.12 / 0.11 eV
* highest occupied orbital energy (alpha / beta): -8.2102 / -8.2098 eV
* relative energy (zero: lowest compared OMol25 entry of this formula, charge and spin): 4.905 eV
* net charge: 0
* electronic energy: -7624.6446 eV

Geometry (Å):
C: -1.1133 -0.4170 -0.9271
C: -2.1832 -1.3554 -1.0690
C: -0.2564 0.2127 0.0470
N: -4.0457 -2.0114 0.2679
N: -3.2536 -1.4691 -0.3728
N: -1.6930 -0.2195 -2.0014
H: 0.0431 -0.5994 0.8256
H: 0.5077 0.9420 -0.4787
H: -0.8378 0.9667 0.5361

Atom charges from the Mulliken analysis, given in e for atoms 1 to 2: C 0.480; C 0.202

[7]
The following is a DFT calculation (ωB97M-V/def2-TZVPD) of one molecule with the formula C3H3N3.

* orbital gap: 9.2 eV
* LUMO: -0.22 eV
* highest occupied orbital energy: -9.3932 eV
* relative energy (zero: lowest compared OMol25 entry of this formula, charge and spin): 3.000 eV
* net charge: 0
* electronic energy: -7626.5491 eV
* SMILES: c1cnnnc1

Geometry (Å):
C: 0.7139 -0.4332 0.2435
C: -0.6298 -1.0579 0.1704
N: -1.6821 -0.4866 -0.2985
N: -1.4446 1.1240 -0.7064
N: -0.3470 1.6438 -0.4978
C: 0.8377 0.8829 -0.0314
H: 1.5030 -1.1385 0.5269
H: -0.6603 -2.0862 0.5874
H: 1.7092 1.5515 0.0058

Atom charges from the Mulliken analysis, given in e for atoms 1 to 2: C -0.206; C 0.101

[8]
The following is a DFT calculation (ωB97M-V/def2-TZVPD) of one molecule with the formula C3H3N3.

* orbital gap: 10.5 eV
* LUMO: -0.41 eV
* highest occupied orbital energy: -10.8816 eV
* relative energy (zero: lowest compared OMol25 entry of this formula, charge and spin): 2.324 eV
* net charge: 0
* electronic energy: -7627.2251 eV
* SMILES: N#CC(N)C#N

Geometry (Å):
N: 0.7348 2.5920 -0.9856
C: 0.2996 1.5829 -0.6072
C: -0.2506 0.3153 0.0043
N: 0.7804 -0.3667 0.6930
C: -1.1545 -0.9730 -0.6700
N: -1.4504 -2.0495 -0.3107
H: -1.0675 0.6022 0.6590
H: 0.4034 -1.2701 0.9434
H: 1.6781 -0.4345 0.2257

Atom charges from the Mulliken analysis, given in e for atoms 1 to 2: N -0.340; C 0.190

[9]
The following is a DFT calculation (ωB97M-V/def2-TZVPD) of one molecule with the formula C3H3N3.

* orbital gap: 11.5 eV
* LUMO: 0.28 eV
* highest occupied orbital energy: -11.2371 eV
* relative energy (zero: lowest compared OMol25 entry of this formula, charge and spin): 0.937 eV
* net charge: 0
* electronic energy: -7628.6131 eV
* SMILES: N#CC(N)C#N

Geometry (Å):
N: -2.0778 1.4681 -0.4569
C: -1.1131 0.8992 -0.1687
C: 0.1313 0.1915 0.2523
N: 0.9970 -0.3280 -0.7816
C: -0.2357 -0.9149 1.1637
N: -0.4837 -1.8089 1.8513
H: 0.7069 0.9189 0.8353
H: 1.5866 0.3884 -1.1849
H: 0.4885 -0.8143 -1.5105

Atom charges from the Mulliken analysis, given in e for atoms 1 to 2: N -0.351; C 0.064

[10]
The following is a DFT calculation (ωB97M-V/def2-TZVPD) of one molecule with the formula C3H3N3O.

* orbital gap: 10.4 eV
* LUMO: -0.09 eV
* highest occupied orbital energy: -10.5239 eV
* relative energy (zero: lowest compared OMol25 entry of this formula, charge and spin): 2.262 eV
* net charge: 0
* electronic energy: -9675.1918 eV
* SMILES: O=Cc1cnn[nH]1

Geometry (Å):
O: 2.4922 -0.4819 -0.2801
C: 1.5744 0.2001 0.0874
C: 0.1253 -0.0178 -0.0129
C: -0.7928 0.9234 -0.0829
N: -2.0031 0.4068 -0.1724
N: -1.8741 -0.9317 -0.1242
N: -0.5845 -1.1359 0.0842
H: 1.8793 1.2550 0.5024
H: -0.5843 1.9984 -0.1183
H: -0.2325 -2.2165 0.1167

Atom charges from the Mulliken analysis, given in e for atoms 1 to 2: O -0.431; C -0.214

[11]
The following is a DFT calculation (ωB97M-V/def2-TZVPD) of one molecule with the formula C3H3N3O.

* orbital gap: 11.0 eV
* LUMO: 0.31 eV
* highest occupied orbital energy: -10.6892 eV
* relative energy (zero: lowest compared OMol25 entry of this formula, charge and spin): 1.425 eV
* net charge: 0
* electronic energy: -9676.0297 eV
* SMILES: O=Cn1cncn1

Geometry (Å):
O: -0.7393 -2.8144 -0.1865
C: -0.8904 -1.6392 -0.1022
N: 0.0605 -0.4559 -0.0234
C: 1.3260 0.1058 -0.0033
N: 1.2529 1.4143 0.0814
C: -0.0881 1.6497 0.1118
N: -0.8178 0.5829 0.0531
H: -1.8061 -1.0463 -0.0549
H: 2.2778 -0.4083 -0.0506
H: -0.5755 2.6115 0.1748

Atom charges from the Mulliken analysis, given in e for atoms 1 to 2: O -0.415; C 0.141

[12]
The following is a DFT calculation (ωB97M-V/def2-TZVPD) of one molecule with the formula C3H3N3O.

* orbital gap: 9.2 eV
* LUMO: -0.25 eV
* highest occupied orbital energy: -9.4730 eV
* relative energy (zero: lowest compared OMol25 entry of this formula, charge and spin): 2.661 eV
* net charge: 0
* electronic energy: -9674.7932 eV
* SMILES: Oc1nccnn1

Geometry (Å):
O: -0.1332 0.9317 -2.2512
C: 0.1356 0.2828 -1.0493
N: -0.6417 -0.6000 -0.6330
C: -0.5285 -0.7692 0.7886
C: 0.3486 -0.0623 1.4921
N: 1.3134 0.5757 0.7726
N: 1.1833 0.8472 -0.4450
H: -0.7235 0.1342 -2.7368
H: -1.3228 -1.3564 1.4138
H: 0.3688 0.0162 2.6482

Atom charges from the Mulliken analysis, given in e for atoms 1 to 2: O -0.509; C 0.678

[13]
The following is a DFT calculation (ωB97M-V/def2-TZVPD) of one molecule with the formula C3H3N3O.

* orbital gap: 7.7 eV
* LUMO: -0.79 eV
* highest occupied orbital energy: -8.4917 eV
* relative energy (zero: lowest compared OMol25 entry of this formula, charge and spin): 5.419 eV
* net charge: 0
* electronic energy: -9672.0356 eV

Geometry (Å):
O: 1.7899 -0.4258 -0.2830
C: 0.5255 -0.1276 0.0928
C: 0.2493 1.3001 0.0705
N: -1.0414 1.5221 0.1181
N: -1.9344 0.7622 -0.0211
C: -0.8904 -0.9639 -0.2078
N: -0.1356 -1.1435 0.8179
H: 2.0254 -1.2728 0.1271
H: 0.9908 2.0615 -0.1054
H: -1.5790 -1.7121 -0.6089

Atom charges from the Mulliken analysis, given in e for atoms 1 to 2: O -0.488; C 0.830

[14]
The following is a DFT calculation (ωB97M-V/def2-TZVPD) of one molecule with the formula C3H3N3O.

* orbital gap: 9.2 eV
* LUMO: -0.58 eV
* highest occupied orbital energy: -9.7680 eV
* relative energy (zero: lowest compared OMol25 entry of this formula, charge and spin): 4.313 eV
* net charge: 0
* electronic energy: -9673.1410 eV
* SMILES: [H]/N=c1\cnocn1

Geometry (Å):
H: 0.2782 1.2154 -2.6069
N: 0.0800 1.7278 -1.6592
C: 0.3221 0.7254 -0.7294
C: 0.5052 -0.7053 -0.8530
N: 0.0684 -1.6252 -0.0208
O: -0.4751 -1.2120 1.2254
C: -0.4703 0.1518 1.4973
N: -0.0222 1.0288 0.6148
H: 1.1028 -0.9176 -1.8672
H: -0.6045 0.4466 2.6381

Atom charges from the Mulliken analysis, given in e for atoms 1 to 2: H 0.237; N -0.556

[15]
The following is a DFT calculation (ωB97M-V/def2-TZVPD) of a 2-piece molecular cluster, C3H3N3O overall.

* orbital gap: 8.5 eV
* LUMO: -0.50 eV
* highest occupied orbital energy: -8.9593 eV
* relative energy (zero: lowest compared OMol25 entry of this formula, charge and spin): 3.286 eV
* net charge: 0
* electronic energy: -9674.1679 eV
* SMILES: N=C=CC=O.N#N

Geometry (Å):
N: -0.4400 0.9130 1.9557
C: -0.0138 0.4771 0.9005
C: 1.0085 -0.0126 0.2288
C: 0.9880 -0.9623 -0.8188
O: 1.0947 -2.1159 -1.1375
H: -1.3238 1.3975 1.8804
H: 1.9782 0.3086 0.5414
H: 0.4367 -0.5104 -1.7601
N: -1.8465 0.5322 -0.4144
N: -1.8821 -0.0272 -1.3760

Atom charges from the Mulliken analysis, given in e for atoms 1 to 2: N -0.508; C 0.396

[16]
The following is a DFT calculation (ωB97M-V/def2-TZVPD) of one molecule with the formula C3H3N3O.

* orbital gap: 9.2 eV
* LUMO: -0.23 eV
* highest occupied orbital energy: -9.4529 eV
* relative energy (zero: lowest compared OMol25 entry of this formula, charge and spin): 2.055 eV
* net charge: 0
* electronic energy: -9675.3988 eV
* SMILES: [H]/N=N/C=C\N=C=O

Geometry (Å):
H: 1.5470 2.3279 0.2053
N: 0.5664 2.1426 -0.0462
N: 0.3642 0.9423 0.2029
C: -0.9184 0.4918 -0.1556
C: -1.0826 -0.8381 -0.2364
N: -0.0809 -1.7638 0.0285
C: 1.0882 -1.6010 0.3466
O: 2.2163 -1.6350 0.6397
H: -1.6838 1.2188 -0.4234
H: -2.0164 -1.2855 -0.5614

Atom charges from the Mulliken analysis, given in e for atoms 1 to 2: H 0.260; N -0.690

[17]
The following is a DFT calculation (ωB97M-V/def2-TZVPD) of a 2-piece molecular cluster, C3H3N3O overall.

* orbital gap: 10.0 eV
* LUMO: 0.51 eV
* highest occupied orbital energy: -9.4477 eV
* relative energy (zero: lowest compared OMol25 entry of this formula, charge and spin): 2.438 eV
* net charge: 0
* electronic energy: -9675.0166 eV
* SMILES: N=C=CC=O.N#N

Geometry (Å):
N: 2.2932 0.0109 0.3143
C: 1.1781 -0.4884 0.1578
C: -0.0709 -0.9403 0.1001
C: -1.5482 -0.2002 0.2059
O: -2.1188 0.2735 1.1529
H: 2.8291 0.3336 -0.4960
H: -0.2065 -2.0062 -0.0811
H: -2.0720 -0.3587 -0.7499
N: 0.2739 2.1324 -0.1797
N: -0.5072 1.4487 -0.5376

Atom charges from the Mulliken analysis, given in e for atoms 1 to 2: N -0.486; C 0.407

[18]
The following is a DFT calculation (ωB97M-V/def2-TZVPD) of a 2-piece molecular cluster, C3H3N3O overall.

* orbital gap: 8.5 eV
* LUMO: -1.48 eV
* highest occupied orbital energy: -9.9675 eV
* relative energy (zero: lowest compared OMol25 entry of this formula, charge and spin): 4.376 eV
* net charge: 0
* electronic energy: -9673.0786 eV

Geometry (Å):
O: 2.2016 -0.2700 -0.6396
C: 1.0119 -0.0600 -0.6713
C: 0.4783 1.2522 -0.2107
N: -0.5784 1.3215 0.5067
N: -1.3004 0.1083 0.6692
C: -0.9559 -0.9666 -0.1912
N: 0.0992 -1.0973 -0.8959
H: -0.5465 -0.5778 1.7928
H: 1.0753 2.1621 -0.2747
H: -1.6798 -1.7744 -0.0889

Atom charges from the Mulliken analysis, given in e for atoms 1 to 2: O -0.499; C 0.465

[19]
The following is a DFT calculation (ωB97M-V/def2-TZVPD) of a 2-piece molecular cluster, C3H3N3O overall.

* orbital gap: 10.0 eV
* LUMO: 0.35 eV
* highest occupied orbital energy: -9.7010 eV
* relative energy (zero: lowest compared OMol25 entry of this formula, charge and spin): 1.285 eV
* net charge: 0
* electronic energy: -9676.1694 eV
* SMILES: N=C=CC=O.N#N

Geometry (Å):
N: -0.7819 1.8863 -0.3015
C: -0.1920 0.8339 -0.4320
C: 0.5722 -0.1775 -0.8136
C: 1.2542 -1.2881 -0.1375
O: 1.2483 -1.5839 1.0360
H: -1.7556 1.9410 -0.5794
H: 0.7803 -0.0665 -1.8722
H: 1.8622 -1.8665 -0.8637
N: -1.9809 0.4164 1.9578
N: -1.0068 -0.0952 2.0061

Atom charges from the Mulliken analysis, given in e for atoms 1 to 2: N -0.465; C 0.456

[20]
The following is a DFT calculation (ωB97M-V/def2-TZVPD) of a 2-piece molecular cluster, C3H3N3O overall.

* orbital gap: 10.2 eV
* LUMO: 0.59 eV
* highest occupied orbital energy: -9.5850 eV
* relative energy (zero: lowest compared OMol25 entry of this formula, charge and spin): 1.225 eV
* net charge: 0
* electronic energy: -9676.2289 eV
* SMILES: N=C=CC=O.N#N

Geometry (Å):
N: -1.7277 1.0411 -0.6318
C: -0.5695 1.0513 -0.2325
C: 0.6183 1.0749 0.3244
C: 1.1754 -0.1086 1.0693
O: 1.2147 -0.1735 2.2717
H: -1.8558 0.7302 -1.5937
H: 1.2014 1.9906 0.3011
H: 1.5927 -0.9250 0.4415
N: -0.9819 -1.9088 -1.2792
N: -0.6676 -2.7721 -0.6708

Atom charges from the Mulliken analysis, given in e for atoms 1 to 2: N -0.494; C 0.430